Entry 1:
80
Properties=species:S:1:pos:R:3:lowdin_spin:R:1 method="wB97M-V/def2-TZVPD" homo_energy_ev="-7.72 / -8.49" total_charge=0 spin_multiplicity=3 orbital_gap_ev="7.709 / 5.500"
Pt -0.04168 0.11680 -2.60166 0.30
C 4.06522 0.70190 3.30204 0.01
C 3.28862 -0.58700 2.99234 0.01
C 4.16892 -1.81800 3.24243 0.01
C 2.09472 -0.64940 3.94944 0.00
C 2.88022 -0.54750 1.53064 0.10
C 1.55472 -0.55180 1.14003 0.01
C 1.20582 -0.38560 -0.19957 0.10
N -0.05528 -0.29500 -0.73107 0.20
C -1.31218 -0.15920 -0.18517 0.09
C -1.65868 -0.08200 1.15823 0.01
C -2.98878 -0.03780 1.55063 0.10
C -3.98208 -0.11570 0.56994 0.04
C -3.71098 -0.16160 -0.78576 0.07
C -2.34958 -0.13090 -1.18827 0.09
O -1.99618 -0.11310 -2.43987 0.27
C -4.80858 -0.22990 -1.83657 0.00
C -4.70358 0.97770 -2.77796 0.00
C -4.63218 -1.53130 -2.63386 0.00
C -6.21608 -0.22760 -1.22936 0.00
C -3.30178 0.10040 3.03154 0.01
C -2.70748 1.42870 3.52354 0.01
C -2.67388 -1.06610 3.80964 0.01
C -4.80468 0.10420 3.32144 0.00
C 2.24022 -0.35920 -1.20677 0.11
O 1.88472 -0.31250 -2.45366 0.27
C 3.60422 -0.42360 -0.80626 0.05
C 3.87402 -0.47640 0.54433 0.05
C 4.69932 -0.38540 -1.85856 0.00
C 4.57242 0.92280 -2.64976 0.00
C 4.53982 -1.58920 -2.79876 0.00
C 6.10672 -0.43690 -1.25406 0.00
H 4.35292 0.72350 4.35054 0.00
H 3.44022 1.56860 3.09744 0.00
H 4.96482 0.78210 2.70004 0.00
H 4.46052 -1.86040 4.28923 0.00
H 5.07052 -1.79230 2.63864 0.00
H 3.61882 -2.72390 2.99733 0.00
H 2.46022 -0.67210 4.97404 0.00
H 1.50022 -1.54600 3.78904 0.00
H 1.46372 0.23010 3.84223 0.00
H 0.79232 -0.69690 1.87854 0.00
H -0.89638 -0.04290 1.91264 0.00
H -5.01068 -0.13510 0.87623 0.00
H -3.72718 1.01750 -3.24996 0.00
H -4.85288 1.90180 -2.22487 0.00
H -5.46508 0.91010 -3.55236 0.00
H -3.66918 -1.54500 -3.13326 0.00
H -5.41218 -1.61490 -3.38706 0.00
H -4.69688 -2.39290 -1.97227 0.00
H -6.40548 0.68750 -0.67316 0.00
H -6.37568 -1.08400 -0.57777 0.00
H -6.94678 -0.28250 -2.03346 0.00
H -1.62928 1.45440 3.39474 0.00
H -2.92818 1.56820 4.57893 0.00
H -3.13158 2.25950 2.96524 0.00
H -1.58988 -1.05720 3.74744 0.00
H -3.03258 -2.01661 3.42223 0.00
H -2.94888 -0.99730 4.85934 0.00
H -5.29918 0.93090 2.81823 0.00
H -4.96418 0.21840 4.39154 0.00
H -5.26548 -0.83140 3.01364 0.00
H 4.90162 -0.48740 0.86293 0.00
H 3.59172 1.00640 -3.10846 0.00
H 5.33302 0.96300 -3.42526 0.00
H 4.70692 1.77340 -1.98617 0.00
H 3.57032 -1.56910 -3.28536 0.00
H 4.63532 -2.52071 -2.24366 0.00
H 5.31282 -1.56080 -3.56336 0.00
H 6.29782 0.42720 -0.62286 0.00
H 6.83452 -0.42300 -2.06116 0.00
H 6.26342 -1.34790 -0.68067 0.00
F 1.42542 2.11850 -5.63046 0.00
C 0.25602 2.02959 -5.00626 0.00
F 0.02612 0.67920 -4.81807 0.00
F -0.69328 2.44810 -5.83416 0.00
S 0.21392 2.88300 -3.30616 0.00
O 1.33002 2.24150 -2.64246 0.03
O 0.35162 4.27009 -3.59696 0.00
O -1.07018 2.42830 -2.81367 0.02

---

Entry 2:
12
Properties=species:S:1:pos:R:3:nbo_charge:R:1 method="wB97M-V/def2-TZVPD" homo_energy_ev=-8.58 e_above_lowest_kj_mol=327.9 smiles="[H]/N=c1/ncn(N)[nH]1" total_charge=0 spin_multiplicity=1 orbital_gap_ev=9.146
H -0.14871 1.80146 -2.60332 0.34
N -0.38727 0.81085 -2.47789 -0.70
C -0.27092 0.25193 -1.32751 0.50
N -0.65840 -1.10349 -1.21293 -0.44
C -0.43355 -1.33733 -0.00095 0.27
N 0.33156 -0.42574 0.69181 -0.14
N 0.08199 -0.28619 2.03966 -0.64
N 0.26745 0.69537 -0.06655 -0.50
H -0.63322 -2.22464 0.46488 0.19
H 1.09372 -0.22359 2.36390 0.36
H -0.41513 0.72418 2.23973 0.36
H 1.17249 1.31718 -0.11084 0.40

---

Entry 3:
9
Properties=species:S:1:pos:R:3:nbo_charge:R:1 method="wB97M-V/def2-TZVPD" homo_energy_ev="-1.80 / -1.80" e_above_lowest_kj_mol=658.5 total_charge=-1 spin_multiplicity=1 orbital_gap_ev="6.334 / 6.335"
C 0.32650 -0.23980 0.24369 -0.15
C 0.79036 0.30686 -1.04941 -0.01
N -0.85390 0.54313 -2.24358 -0.24
O -1.78571 -0.21563 -1.70724 -0.69
O 0.89584 0.99899 0.16506 -0.56
H -0.71448 -0.24085 0.62453 0.18
H 1.01835 -0.90382 0.68839 0.13
H 1.77708 -0.04951 -1.46617 0.11
H -1.02764 1.55412 -1.82114 0.23

---

Entry 4:
24
Properties=species:S:1:pos:R:3:nbo_charge:R:1 method="wB97M-V/def2-TZVPD" homo_energy_ev="-1.90 / -1.88" e_above_lowest_kj_mol=0.0 total_charge=-1 spin_multiplicity=1 orbital_gap_ev="4.610 / 4.614"
C 1.64353 -0.23306 -0.96662 -0.39
C 2.81983 -0.27929 -0.18789 -0.36
C 3.19462 1.04992 0.16591 -0.39
C 2.25809 1.95102 -0.41301 -0.37
C 1.27140 1.21303 -1.09922 -0.38
Sn -2.64586 0.96354 -0.25848 -0.28
P -1.87853 -1.82647 0.17962 0.07
H 1.11616 -1.07447 -1.40730 0.17
H 3.34313 -1.17658 0.10055 0.18
H 4.05677 1.32942 0.77175 0.18
H 0.40791 1.60740 -1.63973 0.19
H 2.29437 3.03072 -0.34906 0.18
H -1.92198 -2.49241 1.45003 0.00
H -0.63932 -2.34529 -0.33621 0.01
H -2.76398 -2.69270 -0.53517 0.00
C -1.46028 3.44636 1.07779 -0.74
S -2.09620 1.96116 1.96877 0.23
C -0.50784 1.07558 2.18202 -0.75
H -1.46198 3.34043 -0.01825 0.25
H -0.45197 3.68444 1.44164 0.24
H -2.14220 4.25994 1.35169 0.21
H 0.19443 1.77725 2.65325 0.23
H -0.69164 0.23914 2.86432 0.22
H -0.09593 0.69497 1.24235 0.28

---

Entry 5:
19
Properties=species:S:1:pos:R:3:nbo_charge:R:1 method="wB97M-V/def2-TZVPD" homo_energy_ev=0.98 e_above_lowest_kj_mol=140.0 smiles=CN[C@H](C[O-])CC[O-] total_charge=-2 spin_multiplicity=1 orbital_gap_ev=5.880
C -0.42601 2.04738 0.31786 -0.41
N 0.77748 1.26234 -0.02995 -0.68
C 0.61107 -0.16584 -0.21018 -0.10
C 0.89762 -0.45126 -1.85273 -0.01
O 1.00460 0.69489 -2.56567 -0.98
C -0.60441 -0.94737 0.20744 -0.46
C -0.64563 -1.34988 1.78458 0.00
O -1.44929 -2.41949 1.99006 -1.00
H -0.29776 2.30894 1.37275 0.16
H -0.39987 2.97918 -0.27408 0.16
H -1.36576 1.57054 0.08851 0.18
H 1.14971 1.62877 -0.90580 0.40
H 1.56173 -0.56507 0.17129 0.15
H 0.01439 -1.06365 -2.23451 0.06
H 1.77792 -1.13709 -1.97463 0.06
H -1.52775 -0.45348 -0.10828 0.17
H -0.51952 -1.95628 -0.19280 0.21
H 0.43618 -1.51047 2.03357 0.06
H -0.99469 -0.47214 2.38259 0.06

---

Entry 6:
80
Properties=species:S:1:pos:R:3:lowdin_charge:R:1 method="wB97M-V/def2-TZVPD" homo_energy_ev=-10.38 e_above_lowest_kj_mol=396.4 total_charge=+3 spin_multiplicity=1 orbital_gap_ev=4.714
N -3.00361 22.09062 2.36833 -0.70
O -2.14852 21.73719 1.52982 -0.13
O -3.07998 21.45618 3.41319 -0.11
O -3.75280 23.03123 2.12633 -0.06
C -0.55056 14.51259 2.73096 -0.07
C 0.82788 15.05320 3.11464 -0.17
N 1.60858 14.17459 3.99333 -0.04
C 2.91518 13.75628 3.91717 0.00
C 3.06892 12.87952 4.95183 -0.01
N 1.89809 12.77846 5.71856 -0.07
C 0.95432 13.54885 5.10318 0.06
C 1.71138 11.94351 6.94443 0.04
H -1.16244 14.12064 3.54341 0.06
H -0.60267 13.72762 1.97651 0.09
H -1.00781 15.41200 2.31855 0.09
H 0.67315 15.98836 3.65281 0.13
H 1.29462 15.29492 2.15974 0.13
H 3.59267 13.90566 3.08948 0.15
H 3.95445 12.31675 5.20781 0.14
H -0.07150 13.71136 5.39926 0.15
H 1.77995 10.91544 6.58880 0.11
H 0.73320 12.19890 7.35192 0.10
H 2.46158 12.08298 7.72278 0.11
C -10.03880 20.31873 5.82193 -0.06
C -8.66329 19.67933 5.48020 -0.14
N -8.68627 18.23575 5.75932 -0.06
C -7.55363 17.46665 6.05964 0.03
C -7.99280 16.12067 6.23215 0.03
N -9.37909 16.14434 6.08146 -0.12
C -9.76746 17.39789 5.83387 0.01
C -10.18156 14.98380 6.04964 0.00
H -10.44641 20.03367 6.79183 0.09
H -10.74115 20.10342 5.01668 0.08
H -9.86466 21.39447 5.79814 0.09
H -7.88676 20.14488 6.08713 0.13
H -8.38213 19.64580 4.42762 0.14
H -6.58528 17.93482 5.96213 0.13
H -7.38145 15.23100 6.19810 0.13
H -10.77292 17.72130 5.60839 0.17
H -10.89047 15.00364 6.87737 0.12
H -9.61200 14.07570 6.24726 0.11
H -10.57561 14.85963 5.04098 0.12
C 3.63433 22.59135 1.70645 -0.07
C 4.90861 22.48475 2.53498 -0.15
N 4.71935 21.72967 3.82695 -0.02
C 5.71748 21.43429 4.71193 -0.04
C 5.14083 20.83166 5.71170 -0.03
N 3.72243 20.97052 5.66965 -0.05
C 3.47995 21.54688 4.45329 0.04
C 2.68449 20.64931 6.72953 0.04
H 3.75350 23.16664 0.78833 0.09
H 2.82463 22.98930 2.31811 0.08
H 3.36505 21.57874 1.40608 0.09
H 5.19465 23.51592 2.74226 0.13
H 5.78346 22.06794 2.03598 0.13
H 6.76996 21.40894 4.47103 0.15
H 5.62535 20.56083 6.63814 0.14
H 2.48813 21.56869 4.02642 0.16
H 1.69279 20.50073 6.30225 0.10
H 2.61575 21.52574 7.37392 0.10
H 3.07242 19.87587 7.39240 0.10
C 5.21520 30.38563 -3.24103 -0.08
C 4.53735 29.63907 -2.13190 -0.14
N 3.44241 28.93176 -2.83728 -0.01
C 3.26836 28.20712 -4.05417 0.03
C 1.99306 27.75028 -4.08671 -0.02
N 1.37856 27.91585 -2.87949 -0.09
C 2.28544 28.66559 -2.19104 -0.01
C 0.06724 27.62408 -2.47028 0.01
H 6.15367 30.82935 -2.90866 0.09
H 4.73426 31.28835 -3.61774 0.10
H 5.51641 29.83449 -4.13187 0.08
H 4.22056 30.34428 -1.36351 0.14
H 5.13506 28.92050 -1.57108 0.13
H 4.07052 28.18076 -4.77683 0.13
H 1.50759 27.25332 -4.91361 0.15
H 1.97657 28.99794 -1.21096 0.17
H -0.63866 27.60328 -3.30057 0.12
H -0.22859 28.35035 -1.71323 0.11
H 0.08416 26.64124 -1.99929 0.12